Entry 1:
Molecular formula: C3H5NO
Method: DFT, wB97M-V/def2-TZVPD

Cartesian coordinates (Å):
O 1.686 -0.665 1.041
C 1.044 0.068 0.406
C 0.270 0.929 -0.303
C -1.175 0.379 -0.384
N -0.899 1.500 0.385
H 0.562 -2.227 -0.639
H 0.719 1.449 -1.128
H -0.161 -2.309 -0.966
H -1.361 -0.522 0.204
H -0.894 1.348 1.392

- maximum force (eV/Å) = 1.8
- frontier orbital gap (spin up / spin down) (eV) = 7.392 / 7.397
- calculated total energy (eV) = -6723.5779
- relative energy (zero: lowest compared OMol25 entry of this formula, charge and spin) (kcal/mol) = 138.2
- E_LUMO (spin up / spin down) (eV) = 0.02 / 0.03

Need the natural (NBO) charges? In units of e they are: atom 1 (O): -0.4010, atom 2 (C): 0.7433, atom 3 (C): -0.3525, atom 4 (C): -0.2314, atom 5 (N): -0.5032, atom 6 (H): -0.0236, atom 7 (H): 0.2714, atom 8 (H): 0.0213, atom 9 (H): 0.1371, atom 10 (H): 0.3386

---

Entry 2:
Molecular formula: C3H5NO
Method: DFT, wB97M-V/def2-TZVPD

Cartesian coordinates (Å):
C 1.241 0.173 0.503
O 0.495 0.493 -0.691
C -0.943 0.517 -0.645
C -1.205 -0.908 -0.526
N -1.152 -2.055 -0.411
H 1.844 -0.748 0.421
H 0.627 0.070 1.407
H 1.947 0.994 0.643
H -1.390 0.913 -1.581
H -1.416 1.103 0.168

- SMILES string = COCC#N
- maximum force (eV/Å) = 1.6
- frontier orbital gap (eV) = 11.428
- calculated total energy (eV) = -6728.0154
- relative energy (zero: lowest compared OMol25 entry of this formula, charge and spin) (kcal/mol) = 35.9
- E_LUMO (eV) = 0.83

Need the natural (NBO) charges? In units of e they are: atom 1 (C): -0.2620, atom 2 (O): -0.5267, atom 3 (C): -0.1641, atom 4 (C): 0.2465, atom 5 (N): -0.3126, atom 6 (H): 0.1962, atom 7 (H): 0.1819, atom 8 (H): 0.1921, atom 9 (H): 0.2362, atom 10 (H): 0.2125

---

Entry 3:
Molecular formula: C3H5NO
Method: DFT, wB97M-V/def2-TZVPD

Cartesian coordinates (Å):
C 1.253 -0.300 -0.317
O -0.012 -0.776 -0.744
C -1.135 -0.099 -0.234
C -0.868 0.689 0.986
N -0.558 1.314 1.909
H 2.005 -0.798 -0.935
H 1.424 -0.570 0.729
H 1.339 0.790 -0.410
H -1.901 -0.847 -0.006
H -1.547 0.597 -0.977

- SMILES string = COCC#N
- maximum force (eV/Å) = 1.2
- frontier orbital gap (eV) = 11.318
- calculated total energy (eV) = -6728.3182
- relative energy (zero: lowest compared OMol25 entry of this formula, charge and spin) (kcal/mol) = 28.9
- E_LUMO (eV) = 0.81

Need the natural (NBO) charges? In units of e they are: atom 1 (C): -0.2597, atom 2 (O): -0.5193, atom 3 (C): -0.1619, atom 4 (C): 0.2404, atom 5 (N): -0.3030, atom 6 (H): 0.2023, atom 7 (H): 0.1815, atom 8 (H): 0.1784, atom 9 (H): 0.2281, atom 10 (H): 0.2131

---

Entry 4:
Molecular formula: C3H5NO
Method: DFT, wB97M-V/def2-TZVPD

Cartesian coordinates (Å):
C 0.696 -0.243 -1.754
C -0.448 -0.547 -1.201
N -1.530 -0.847 -0.700
H 1.520 -0.945 -1.715
H 0.861 0.757 -2.136
H -1.594 -0.615 0.295
C 0.213 0.359 1.668
O 1.211 0.575 1.030
H -0.597 1.111 1.775
H 0.040 -0.610 2.177

- SMILES string = C=C=N.C=O
- maximum force (eV/Å) = 0.6
- frontier orbital gap (eV) = 9.745
- calculated total energy (eV) = -6727.0898
- relative energy (zero: lowest compared OMol25 entry of this formula, charge and spin) (kcal/mol) = 57.3
- E_LUMO (eV) = 0.56

Need the natural (NBO) charges? In units of e they are: atom 1 (C): -0.6259, atom 2 (C): 0.4234, atom 3 (N): -0.6400, atom 4 (H): 0.2492, atom 5 (H): 0.2486, atom 6 (H): 0.3582, atom 7 (C): 0.2435, atom 8 (O): -0.4790, atom 9 (H): 0.1109, atom 10 (H): 0.1112

---

Entry 5:
Molecular formula: C3H5NO
Method: DFT, wB97M-V/def2-TZVPD

Cartesian coordinates (Å):
C 1.027 -1.080 -0.700
C 0.916 -0.748 0.568
N 0.841 -0.420 1.755
H 0.340 -0.591 -1.391
H 1.728 -1.858 -1.007
H 0.151 -0.943 2.299
C -1.245 1.427 -0.377
O -1.458 0.545 -1.172
H -2.086 1.959 0.109
H -0.213 1.708 -0.084

- SMILES string = C=C=N.C=O
- maximum force (eV/Å) = 0.8
- frontier orbital gap (eV) = 9.835
- calculated total energy (eV) = -6727.2260
- relative energy (zero: lowest compared OMol25 entry of this formula, charge and spin) (kcal/mol) = 54.1
- E_LUMO (eV) = 0.73

Need the natural (NBO) charges? In units of e they are: atom 1 (C): -0.6626, atom 2 (C): 0.4182, atom 3 (N): -0.6625, atom 4 (H): 0.2751, atom 5 (H): 0.2472, atom 6 (H): 0.3761, atom 7 (C): 0.2770, atom 8 (O): -0.5091, atom 9 (H): 0.1156, atom 10 (H): 0.1250

---

Entry 6:
Molecular formula: C3H5NO
Method: DFT, wB97M-V/def2-TZVPD

Cartesian coordinates (Å):
O -1.723 -0.912 -1.026
C -0.530 -1.036 -1.333
C 0.514 -0.431 -0.568
C 0.387 1.061 1.465
N 0.008 0.326 0.459
H -0.242 -1.641 -2.219
H 1.545 -0.395 -0.875
H 1.429 1.234 1.689
H -0.378 1.542 2.075
H -1.010 0.250 0.335

- maximum force (eV/Å) = 0.5
- frontier orbital gap (spin up / spin down) (eV) = 8.078 / 8.077
- calculated total energy (eV) = -6727.6922
- relative energy (zero: lowest compared OMol25 entry of this formula, charge and spin) (kcal/mol) = 43.4
- E_LUMO (spin up / spin down) (eV) = 0.20 / 0.20

Need the natural (NBO) charges? In units of e they are: atom 1 (O): -0.6524, atom 2 (C): 0.3242, atom 3 (C): -0.3097, atom 4 (C): -0.1662, atom 5 (N): -0.3668, atom 6 (H): 0.1331, atom 7 (H): 0.2070, atom 8 (H): 0.1912, atom 9 (H): 0.1988, atom 10 (H): 0.4407

---

Entry 7:
Molecular formula: C3H5NO
Method: DFT, wB97M-V/def2-TZVPD

Cartesian coordinates (Å):
C 0.978 -0.561 0.253
C -1.350 0.859 0.079
C -0.353 -0.172 -0.083
N 1.926 0.281 0.224
O -1.536 -0.514 0.440
H 1.067 -1.628 0.498
H -1.294 1.536 0.921
H -1.919 1.193 -0.777
H -0.354 -0.890 -2.017
H 2.836 -0.104 0.461

- spin multiplicity = 3
- <S²> = 2.02
- maximum force (eV/Å) = 2.3
- frontier orbital gap (spin up / spin down) (eV) = 8.393 / 8.667
- calculated total energy (eV) = -6722.6625
- relative energy (zero: lowest compared OMol25 entry of this formula, charge and spin) (kcal/mol) = 59.3
- E_LUMO (spin up / spin down) (eV) = 1.09 / -1.51

Need the natural (NBO) charges? In units of e they are: atom 1 (C): -0.0105, atom 2 (C): -0.1308, atom 3 (C): 0.2577, atom 4 (N): -0.5914, atom 5 (O): -0.4153, atom 6 (H): 0.1710, atom 7 (H): 0.1938, atom 8 (H): 0.1918, atom 9 (H): -0.0074, atom 10 (H): 0.3411

---

Entry 8:
Molecular formula: C3H5NO2
Method: DFT, wB97M-V/def2-TZVPD

Cartesian coordinates (Å):
O -1.088 2.009 1.269
C -0.651 1.023 0.737
N 0.678 0.802 0.420
C 0.678 -0.221 -0.595
C -0.377 -1.150 -0.056
O -1.374 -0.081 0.309
H 1.213 1.643 0.277
H 0.123 0.104 -1.486
H 1.669 -0.553 -0.902
H -0.280 -1.687 0.882
H -0.591 -1.888 -0.856

- SMILES string = O=C1NCCO1
- maximum force (eV/Å) = 1.4
- frontier orbital gap (eV) = 10.925
- calculated total energy (eV) = -8776.8656
- relative energy (zero: lowest compared OMol25 entry of this formula, charge and spin) (kcal/mol) = 19.1
- E_LUMO (eV) = 0.78

Need the natural (NBO) charges? In units of e they are: atom 1 (O): -0.5889, atom 2 (C): 0.8759, atom 3 (N): -0.6487, atom 4 (C): -0.2521, atom 5 (C): -0.0781, atom 6 (O): -0.5134, atom 7 (H): 0.4038, atom 8 (H): 0.1814, atom 9 (H): 0.2199, atom 10 (H): 0.1965, atom 11 (H): 0.2038